## one
C5H10O2 | wB97M-V/def2-TZVPD

Summary:
Lowest unoccupied orbital energy, eV: 0.8
Structure (SMILES): CC(C)CC(=O)O
Orbital gap, eV: 11.31

Cartesian coordinates (Å):
O1 -0.179 -2.853 -1.007
C1 -0.675 -1.806 -0.762
O2 -1.723 -1.348 -1.563
C2 -0.419 -0.897 0.356
C3 0.117 0.575 -0.011
C4 1.570 0.673 -0.365
C5 -0.204 1.517 1.201
H1 -2.005 -1.971 -2.228
H2 -1.368 -0.844 1.038
H3 0.320 -1.451 0.912
H4 -0.549 0.948 -0.888
H5 1.957 1.699 -0.790
H6 2.243 0.501 0.570
H7 1.939 -0.099 -1.035
H8 -1.299 1.614 1.200
H9 0.091 1.135 2.217
H10 0.185 2.607 1.154

From a Löwdin analysis of the wavefunction, the atomic charges in e read: number 1, O, carries 0.13; number 2, C, carries -0.54; number 3, O, carries 0.07; number 4, C, carries -0.08; number 5, C, carries -0.41; number 6, C, carries -0.12; number 7, C, carries -0.11; number 8, H, carries 0.10; number 9, H, carries 0.17; number 10, H, carries 0.12; number 11, H, carries 0.15; number 12, H, carries 0.11; number 13, H, carries 0.11; number 14, H, carries 0.06; number 15, H, carries 0.06; number 16, H, carries 0.09; number 17, H, carries 0.10


## two
C5H10O2 | wB97M-V/def2-TZVPD

Summary:
Lowest unoccupied orbital energy, eV: 1.0
Structure (SMILES): CO[C@H]1C/C1=C/O.[H][H]
Orbital gap, eV: 9.78

Cartesian coordinates (Å):
C1 2.584 0.355 0.064
O1 1.292 0.515 -0.470
C2 0.343 -0.339 0.087
C3 -0.258 -0.065 1.470
C4 -0.992 0.222 0.232
C5 -1.894 0.921 -0.436
O2 -1.856 1.115 -1.778
H1 2.967 -0.664 -0.091
H2 2.598 0.579 1.139
H3 3.227 1.065 -0.462
H4 0.471 -1.395 -0.177
H5 -0.522 -0.934 2.073
H6 0.125 0.784 2.034
H7 -2.235 -2.538 -0.133
H8 -2.227 -1.792 -0.156
H9 -2.759 1.393 0.020
H10 -0.994 0.802 -2.090

From a Löwdin analysis of the wavefunction, the atomic charges in e read: number 1, C, carries -0.10; number 2, O, carries -0.14; number 3, C, carries -0.31; number 4, C, carries -0.03; number 5, C, carries -0.23; number 6, C, carries -0.15; number 7, O, carries 0.02; number 8, H, carries 0.09; number 9, H, carries 0.09; number 10, H, carries 0.09; number 11, H, carries 0.15; number 12, H, carries 0.10; number 13, H, carries 0.11; number 14, H, carries 0.05; number 15, H, carries 0.03; number 16, H, carries 0.13; number 17, H, carries 0.11


## three
C5H10O2 | wB97M-V/def2-TZVPD

Summary:
Lowest unoccupied orbital energy, eV: 0.9
Structure (SMILES): C[C@H]1OCC[C@H]1O
Orbital gap, eV: 10.63

Cartesian coordinates (Å):
C1 -1.391 1.027 0.502
C2 -0.081 0.399 0.979
O1 -0.235 -0.987 1.224
C3 -0.140 -1.638 -0.031
C4 0.969 -0.902 -0.788
C5 1.049 0.473 -0.079
O2 0.982 1.590 -0.935
H1 -2.184 0.779 1.216
H2 -1.698 0.645 -0.482
H3 -1.284 2.115 0.440
H4 0.216 0.863 1.929
H5 -1.100 -1.565 -0.570
H6 0.069 -2.693 0.154
H7 1.921 -1.436 -0.707
H8 0.743 -0.778 -1.854
H9 2.002 0.580 0.444
H10 0.160 1.530 -1.443

From a Löwdin analysis of the wavefunction, the atomic charges in e read: number 1, C, carries -0.03; number 2, C, carries -0.33; number 3, O, carries -0.11; number 4, C, carries -0.20; number 5, C, carries -0.09; number 6, C, carries -0.33; number 7, O, carries -0.03; number 8, H, carries 0.09; number 9, H, carries 0.08; number 10, H, carries 0.09; number 11, H, carries 0.15; number 12, H, carries 0.11; number 13, H, carries 0.12; number 14, H, carries 0.11; number 15, H, carries 0.12; number 16, H, carries 0.15; number 17, H, carries 0.09


Question: which arrangement is favored energetically? Ranking from most to least stable: one, three, two.


## one
C5H10O2 | wB97M-V/def2-TZVPD

Summary:
Lowest unoccupied orbital energy, eV: 0.8
Structure (SMILES): CC(=O)C(C)(C)O
Orbital gap, eV: 10.61

Cartesian coordinates (Å):
C1 -1.169 -1.640 0.577
C2 -1.118 -0.178 0.220
O1 -2.132 0.493 0.175
C3 0.223 0.566 0.023
C4 1.457 -0.213 0.457
C5 0.373 1.016 -1.435
O2 0.114 1.711 0.853
H1 -0.567 -2.259 -0.096
H2 -2.211 -1.967 0.573
H3 -0.760 -1.763 1.589
H4 1.379 -0.551 1.494
H5 2.329 0.444 0.377
H6 1.631 -1.081 -0.189
H7 1.243 1.678 -1.490
H8 -0.512 1.576 -1.755
H9 0.532 0.179 -2.122
H10 -0.812 1.989 0.748

From a Löwdin analysis of the wavefunction, the atomic charges in e read: number 1, C, carries 0.00; number 2, C, carries -0.36; number 3, O, carries 0.08; number 4, C, carries -0.57; number 5, C, carries -0.03; number 6, C, carries -0.02; number 7, O, carries -0.01; number 8, H, carries 0.09; number 9, H, carries 0.09; number 10, H, carries 0.10; number 11, H, carries 0.09; number 12, H, carries 0.09; number 13, H, carries 0.09; number 14, H, carries 0.09; number 15, H, carries 0.09; number 16, H, carries 0.09; number 17, H, carries 0.09


## two
C5H10O2 | wB97M-V/def2-TZVPD

Summary:
Lowest unoccupied orbital energy, eV: 1.0
Structure (SMILES): OC[C@H]1CCCO1
Orbital gap, eV: 10.67

Cartesian coordinates (Å):
O1 -0.506 -2.742 0.138
C1 -0.323 -1.636 0.985
C2 -0.698 -0.332 0.268
C3 -0.026 0.931 0.827
C4 0.360 1.712 -0.435
C5 0.644 0.588 -1.425
O2 -0.273 -0.446 -1.097
H1 -0.207 -2.432 -0.731
H2 0.717 -1.577 1.350
H3 -0.973 -1.775 1.856
H4 -1.791 -0.231 0.248
H5 0.871 0.663 1.398
H6 -0.684 1.496 1.493
H7 1.222 2.370 -0.290
H8 -0.481 2.321 -0.785
H9 1.678 0.224 -1.330
H10 0.471 0.867 -2.469

From a Löwdin analysis of the wavefunction, the atomic charges in e read: number 1, O, carries -0.06; number 2, C, carries -0.22; number 3, C, carries -0.31; number 4, C, carries -0.13; number 5, C, carries -0.16; number 6, C, carries -0.19; number 7, O, carries -0.13; number 8, H, carries 0.08; number 9, H, carries 0.12; number 10, H, carries 0.13; number 11, H, carries 0.15; number 12, H, carries 0.11; number 13, H, carries 0.12; number 14, H, carries 0.11; number 15, H, carries 0.11; number 16, H, carries 0.12; number 17, H, carries 0.12


## three
C5H10O2 | wB97M-V/def2-TZVPD

Summary:
Lowest unoccupied orbital energy, eV: 0.9
Structure (SMILES): C[C@@H](O)CCC=O
Orbital gap, eV: 9.16

Cartesian coordinates (Å):
C1 -2.417 -0.451 -0.063
C2 -0.660 -0.507 -0.685
O1 -0.396 0.515 -1.570
C3 0.269 -0.524 0.525
C4 1.767 -0.207 0.314
C5 2.089 1.264 0.200
O2 1.280 2.134 -0.048
H1 -3.002 -1.397 0.104
H2 -2.335 0.064 0.880
H3 -2.963 0.124 -0.818
H4 -1.302 -1.304 -0.983
H5 -0.093 1.286 -1.047
H6 -0.112 0.235 1.225
H7 0.183 -1.492 1.021
H8 2.176 -0.696 -0.580
H9 2.367 -0.589 1.156
H10 3.150 1.545 0.367

From a Löwdin analysis of the wavefunction, the atomic charges in e read: number 1, C, carries -0.03; number 2, C, carries -0.33; number 3, O, carries -0.03; number 4, C, carries -0.16; number 5, C, carries -0.14; number 6, C, carries -0.23; number 7, O, carries 0.04; number 8, H, carries 0.06; number 9, H, carries 0.03; number 10, H, carries 0.05; number 11, H, carries 0.07; number 12, H, carries 0.07; number 13, H, carries 0.11; number 14, H, carries 0.12; number 15, H, carries 0.13; number 16, H, carries 0.12; number 17, H, carries 0.13


Question: which arrangement is favored energetically? Ranking from most to least stable: one, two, three.